Record 1
Density functional theory data (ωB97M-V/def2-TZVPD) for C36H41MnN5Se as an isolated structure in a non-equilibrium geometry.

Structure (ORCA input):
```
! wB97M-V def2-TZVPD RIJCOSX def2/J DEFGRID3
* xyz -1 5
Mn 0.62 0.01 -0.14
N 1.01 -2.71 2.29
N 0.84 -1.93 -1.28
C 1.40 1.85 -0.71
C 2.49 0.94 -0.40
C 2.33 0.52 0.97
C 3.28 -0.29 1.79
H 4.10 -0.69 1.18
H 2.76 -1.13 2.27
H 3.74 0.34 2.57
C 1.17 1.17 1.51
C 0.78 1.10 2.95
H 1.37 1.81 3.56
H 0.95 0.09 3.35
H -0.28 1.33 3.10
C 0.59 2.01 0.48
C -0.49 3.01 0.64
H -1.27 2.65 1.31
H -0.96 3.25 -0.32
H -0.09 3.95 1.06
C 3.69 0.71 -1.25
H 4.48 1.44 -1.01
H 3.46 0.83 -2.32
H 4.11 -0.29 -1.10
C 1.26 2.68 -1.94
H 0.20 2.89 -2.16
H 1.67 2.18 -2.82
H 1.77 3.65 -1.84
C 0.43 -3.48 3.22
H 0.91 -3.49 4.20
C -0.71 -4.24 2.96
H -1.15 -4.84 3.75
C -1.28 -4.21 1.68
H -2.17 -4.79 1.43
C -0.66 -3.44 0.70
H -1.03 -3.40 -0.32
C 0.50 -2.72 1.05
C 1.25 -1.89 0.11
H 2.34 -2.00 0.23
C 0.47 -0.73 -1.82
C 1.04 -2.89 -2.26
H 1.31 -3.90 -2.02
C 0.81 -2.27 -3.43
H 0.80 -2.65 -4.44
N 0.50 -0.94 -3.16
C 0.29 0.10 -4.12
C 1.30 0.42 -5.04
C 1.09 1.50 -5.90
H 1.86 1.78 -6.61
C -0.10 2.25 -5.85
C -0.33 3.39 -6.80
H -0.88 4.20 -6.30
H -0.94 3.07 -7.66
H 0.61 3.79 -7.18
C -1.09 1.90 -4.93
H -2.02 2.47 -4.89
C -0.91 0.82 -4.06
C -2.00 0.47 -3.09
H -2.15 -0.61 -2.99
H -2.94 0.90 -3.44
H -1.82 0.89 -2.09
C 2.60 -0.33 -5.12
H 2.51 -1.28 -5.66
H 3.04 -0.54 -4.14
H 3.33 0.28 -5.67
C -2.76 2.05 3.40
N -2.65 0.60 3.52
C -2.41 -0.30 2.52
Se -1.99 -0.03 0.72
N -2.55 -1.53 3.10
C -2.71 -1.42 4.48
C -2.58 -2.37 5.50
C -2.60 -1.90 6.82
C -2.68 -0.52 7.09
C -2.74 0.42 6.05
C -2.78 -0.07 4.75
H -3.58 2.39 4.05
H -2.96 2.31 2.36
H -1.84 2.55 3.74
H -2.52 -2.41 2.61
H -2.46 -3.42 5.24
H -2.54 -2.60 7.64
H -2.68 -0.18 8.12
H -2.75 1.50 6.21
*
```

## Properties
E_HOMO (alpha / beta): 0.26 / -3.07 eV
expectation value of S²: 6.07
largest force on an atom: 0.0635 hartree/bohr

---

Record 2
Density functional theory data (ωB97M-V/def2-TZVPD) for C6H11NO5Sn as an isolated structure in a non-equilibrium geometry.

Structure (ORCA input):
```
! wB97M-V def2-TZVPD RIJCOSX def2/J DEFGRID3
* xyz 2 1
C -1.92 0.70 1.01
C -2.34 0.46 -0.48
O -3.35 0.93 -0.90
N -1.34 -0.31 -1.07
C -1.49 -0.65 -2.49
O -1.03 -1.45 -0.26
C 0.30 -1.58 0.15
O 0.95 -2.53 -0.12
O 0.66 -0.59 1.05
C 2.11 -0.28 1.02
C 2.42 0.84 0.02
O 3.53 1.59 0.44
H -1.62 -0.33 1.31
H -2.76 1.11 1.58
H -1.04 1.35 1.05
H -1.52 -1.73 -2.61
H -2.40 -0.22 -2.89
H -0.64 -0.27 -3.05
H 2.67 -1.18 0.83
H 2.38 0.06 2.02
H 2.68 0.43 -0.95
H 1.54 1.48 -0.09
H 3.34 2.07 1.25
Sn -1.13 0.13 3.19
*
```

## Properties
E_HOMO: -17.03 eV
largest force on an atom: 0.0234 hartree/bohr

---

What is the largest force on an atom in the second record?
0.0234 hartree/bohr

---

Which formula does entry 2 have?
C6H11NO5Sn